Entry 1
Density functional theory data (ωB97M-V/def2-TZVPD) for 2 unconnected molecules or ions with the total composition C7H7N.

Output
SMILES string: c1ccncc1.C#C
HOMO-LUMO gap in eV: 10.011

Structure (ORCA input):
```
! wB97M-V def2-TZVPD RIJCOSX def2/J DEFGRID3
* xyz 0 1
C 0.205 0.210 0.856
C -0.050 0.954 -0.351
H 0.552 0.883 -1.240
H 1.872 -1.172 -2.162
H -0.837 2.957 -0.868
H 0.999 -0.479 0.990
H -2.435 1.517 2.372
C -1.730 1.242 1.716
C 1.853 -3.483 -2.032
C -0.961 2.044 -0.228
C 1.758 -2.277 -2.270
N -1.758 2.292 0.732
H -0.785 -0.331 2.790
H 2.150 -4.489 -2.153
C -0.833 0.131 1.849
*
```

Entry 2
Density functional theory data (ωB97M-V/def2-TZVPD) for C7H7N in the gas phase.

Output
SMILES string: C=Cc1cccnc1
HOMO-LUMO gap in eV: 9.465

Structure (ORCA input):
```
! wB97M-V def2-TZVPD RIJCOSX def2/J DEFGRID3
* xyz 0 1
C -0.163 -0.158 1.997
C -1.363 0.065 -1.490
H 2.051 -0.345 0.252
H 1.947 0.264 2.364
C 1.099 -0.124 -0.238
H -2.231 -0.210 0.398
H -1.180 -0.194 2.529
H -0.082 0.644 -3.194
N 1.062 0.125 -1.572
C -0.126 -0.159 0.468
C -0.135 0.227 -2.177
H 0.896 0.031 3.881
C -1.338 -0.095 -0.155
C 0.942 0.046 2.734
H -2.328 0.127 -2.054
*
```

Entry 3
Density functional theory data (ωB97M-V/def2-TZVPD) for a molecular structure, C7H7N.

Output
HOMO-LUMO gap in eV: 10.142

Structure (ORCA input):
```
! wB97M-V def2-TZVPD RIJCOSX def2/J DEFGRID3
* xyz 0 1
C -0.175 1.219 0.224
C 0.345 -0.179 0.170
H -1.074 -1.541 -0.964
C -0.286 -0.758 1.437
H 0.109 1.637 -0.784
H -2.553 -0.035 2.157
H -2.419 1.049 -0.412
C 1.677 -0.312 -0.679
C -1.510 0.463 -0.026
H 0.361 -1.056 2.498
C -0.563 -0.456 -0.933
C -1.585 -0.216 1.331
N 2.612 -0.062 -1.549
H 0.176 1.795 1.165
H -0.305 0.023 -1.953
*
```

Most stable structure - entry 2; separation to the second - 0.1111 hartree.

Entry 1
Density functional theory data (ωB97M-V/def2-TZVPD) for a molecular structure, C7H7N.

Output
HOMO-LUMO gap in eV: 10.408

Structure (ORCA input):
```
! wB97M-V def2-TZVPD RIJCOSX def2/J DEFGRID3
* xyz 0 1
C 0.052 -0.079 -0.138
C 0.817 -1.250 0.422
C -1.269 -0.349 0.218
H 0.527 2.604 -1.447
H 1.732 1.070 0.680
H 0.025 1.827 1.352
H -3.421 -0.296 0.999
H 1.568 -3.061 1.711
H -0.930 1.875 -1.035
N 0.603 0.401 -1.411
C 0.190 1.772 -0.891
H 0.179 -0.117 -2.410
C 0.624 1.446 0.511
C 1.356 -2.166 1.062
C -2.420 -0.491 0.489
*
```

Entry 2
Density functional theory data (ωB97M-V/def2-TZVPD) for 2 unconnected molecules or ions with the total composition C7H7N.

Output
SMILES string: c1ccncc1.C#C
HOMO-LUMO gap in eV: 10.286

Structure (ORCA input):
```
! wB97M-V def2-TZVPD RIJCOSX def2/J DEFGRID3
* xyz 0 1
H 2.494 -0.368 -1.635
C -0.700 1.467 -0.456
H 3.805 -3.284 -0.632
C -2.034 1.497 0.200
H -2.687 2.290 -0.111
H -1.360 -1.392 1.978
C 3.286 -2.486 -1.159
C -1.243 -0.470 1.347
H 1.195 0.668 -0.449
C 0.168 0.416 -0.113
C 3.093 -1.300 -1.444
H -3.186 0.732 1.730
H -0.471 2.257 -1.103
C -2.228 0.631 1.200
N -0.134 -0.658 0.650
*
```

Most stable structure - entry 2; separation to the second - 0.1261 hartree.

Entry 1
Density functional theory data (ωB97M-V/def2-TZVPD) for 2 unconnected molecules or ions with the total composition C3H8OS.

Output
SMILES string: C=O.CSC
HOMO-LUMO gap in eV: 9.117

Structure (ORCA input):
```
! wB97M-V def2-TZVPD RIJCOSX def2/J DEFGRID3
* xyz 0 1
H -1.450 2.861 0.462
C -1.873 2.501 -0.472
H 1.645 1.754 -1.202
O 1.846 -3.681 0.488
C 0.776 1.298 -0.738
H 0.731 1.510 0.325
H 0.633 -3.876 2.108
H 1.346 -5.401 1.416
H -2.320 3.432 -0.833
H -2.670 1.789 -0.271
H 0.796 0.243 -0.915
C 1.230 -4.324 1.286
S -0.690 1.894 -1.654
*
```

Entry 2
Density functional theory data (ωB97M-V/def2-TZVPD) for 2 unconnected molecules or ions with the total composition C3H8OS.

Output
HOMO-LUMO gap in eV: 9.123

Structure (ORCA input):
```
! wB97M-V def2-TZVPD RIJCOSX def2/J DEFGRID3
* xyz 0 1
H 0.659 1.243 2.543
H -0.560 -1.755 -1.501
H 2.268 0.881 1.672
O 0.590 0.572 0.498
H -1.129 -0.668 0.871
C -0.898 0.308 0.386
C 1.135 0.393 1.855
H 1.136 -0.628 2.377
H -1.273 -1.117 -3.307
C -0.364 -0.720 -2.244
S -0.958 0.568 -1.434
H -1.309 1.243 0.964
H 0.701 -0.319 -2.681
*
```

Entry 3
Density functional theory data (ωB97M-V/def2-TZVPD) for 2 unconnected molecules or ions with the total composition C3H8OS.

Output
HOMO-LUMO gap (alpha / beta) in eV: 7.279 / 8.237

Structure (ORCA input):
```
! wB97M-V def2-TZVPD RIJCOSX def2/J DEFGRID3
* xyz 0 1
S 0.568 0.111 -0.348
O 0.684 1.553 -1.264
H 0.189 2.196 -0.755
C -1.974 0.244 0.502
H -2.732 0.694 -0.194
H 1.930 -0.558 1.676
C 1.389 -0.920 -1.309
H 1.227 -1.011 -2.491
H 1.371 -1.952 -0.780
H -1.972 0.513 1.431
C 0.870 -0.331 1.251
H 0.215 0.323 1.834
H -1.765 -0.862 0.446
*
```

Most stable structure - entry 1; separation to the second - 0.1274 hartree.

Entry 1
Density functional theory data (ωB97M-V/def2-TZVPD) for C3H8OS in the gas phase.

Output
SMILES string: CSCCO
HOMO-LUMO gap in eV: 9.706

Structure (ORCA input):
```
! wB97M-V def2-TZVPD RIJCOSX def2/J DEFGRID3
* xyz 0 1
C 0.590 0.058 1.137
H 0.301 1.033 1.608
H -2.731 0.931 -0.290
H 1.047 1.457 -0.447
H -1.480 0.471 -1.620
H 2.529 0.848 0.343
H -1.144 1.708 -0.348
S -0.968 -0.551 0.376
O 1.599 -0.513 -1.053
C 1.485 0.496 -0.092
H 0.654 -0.667 -1.198
C -1.668 0.754 -0.614
H 1.069 -0.706 1.772
*
```

Entry 2
Density functional theory data (ωB97M-V/def2-TZVPD) for 2 unconnected molecules or ions with the total composition C3H8OS.

Output
SMILES string: C=O.CSC
HOMO-LUMO gap in eV: 8.839

Structure (ORCA input):
```
! wB97M-V def2-TZVPD RIJCOSX def2/J DEFGRID3
* xyz 0 1
H 0.886 0.094 -1.472
H -1.903 2.714 -0.038
H 2.499 -0.981 0.929
C 1.539 -0.635 1.272
C -2.486 1.692 0.100
H -0.319 -1.103 -2.055
H -3.440 1.875 0.470
H 1.508 0.433 1.369
H 1.537 -1.442 -1.648
O -2.033 0.672 -0.345
C 0.597 -0.927 -1.321
S 0.222 -1.345 0.365
H 1.394 -1.047 2.374
*
```

Entry 3
Density functional theory data (ωB97M-V/def2-TZVPD) for 2 unconnected molecules or ions with the total composition C3H8OS.

Output
SMILES string: C=O.CSC
HOMO-LUMO gap in eV: 9.452

Structure (ORCA input):
```
! wB97M-V def2-TZVPD RIJCOSX def2/J DEFGRID3
* xyz 0 1
H 2.829 0.185 1.058
H -0.733 1.118 -0.103
H 2.906 0.402 -0.670
H 3.200 -1.244 -0.033
H 0.879 1.808 -0.453
C -3.341 -0.979 -0.348
C 0.307 1.152 0.204
H 0.436 1.499 1.225
H -2.511 -1.190 -1.047
O -4.002 0.015 -0.333
S 0.870 -0.593 0.072
H -3.491 -1.850 0.321
C 2.652 -0.322 0.108
*
```

Most stable structure - entry 1; separation to the second - 0.0050 hartree.

Entry 1
Density functional theory data (ωB97M-V/def2-TZVPD) for CH2S3 in the gas phase.

Output
HOMO-LUMO gap (alpha / beta) in eV: 7.616 / 6.146

Structure (ORCA input):
```
! wB97M-V def2-TZVPD RIJCOSX def2/J DEFGRID3
* xyz 0 1
S 0.859 1.177 -0.066
C -0.590 -0.087 0.044
H -1.184 0.317 -0.683
S 2.462 0.132 -0.085
S -0.297 -1.799 -0.082
H -1.249 0.260 0.873
*
```

Entry 2
Density functional theory data (ωB97M-V/def2-TZVPD) for CH2S3 in the gas phase.

Output
SMILES string: C1SSS1
HOMO-LUMO gap in eV: 7.409

Structure (ORCA input):
```
! wB97M-V def2-TZVPD RIJCOSX def2/J DEFGRID3
* xyz 0 1
S -0.729 -0.539 1.216
H -0.793 0.143 -1.182
S 1.080 -1.543 0.856
C -0.328 0.366 -0.314
H -0.707 1.355 -0.137
S 1.478 0.218 -0.440
*
```

Most stable structure - entry 2; separation to the second - 0.0341 hartree.

Entry 1
Density functional theory data (ωB97M-V/def2-TZVPD) for C3H9N3O in the gas phase.

Output
SMILES string: CCN(N)/C=N/O
HOMO-LUMO gap in eV: 8.511

Structure (ORCA input):
```
! wB97M-V def2-TZVPD RIJCOSX def2/J DEFGRID3
* xyz 0 1
O -1.699 1.907 -1.625
N -1.228 1.180 -0.509
H 0.304 -2.160 -0.379
H 0.653 1.892 -1.149
H -2.657 1.936 -1.466
H 0.512 -1.026 1.908
N 0.780 0.389 0.317
H -1.349 -1.540 -0.486
H -1.038 -0.241 1.624
C -0.178 -0.693 1.131
H -0.912 -2.683 0.794
N 2.181 0.463 0.340
C 0.076 1.224 -0.491
C -0.556 -1.828 0.210
H 2.584 -0.210 -0.310
H 2.527 1.391 0.092
*
```

Entry 2
Density functional theory data (ωB97M-V/def2-TZVPD) for 2 unconnected molecules or ions with the total composition C3H9N3O.

Output
HOMO-LUMO gap (alpha / beta) in eV: 8.009 / 8.010

Structure (ORCA input):
```
! wB97M-V def2-TZVPD RIJCOSX def2/J DEFGRID3
* xyz 0 1
H -1.046 -2.708 0.686
H -1.766 -1.603 -0.503
C -0.887 -1.785 0.114
H 0.713 1.917 -1.280
C -0.626 -0.653 1.050
H -0.028 -1.951 -0.538
N 2.513 0.755 0.289
H 3.196 0.059 0.021
N -0.872 1.046 -0.206
H 0.204 -0.785 1.729
H -2.595 1.452 -0.967
N 1.231 0.315 0.005
H 2.751 1.678 -0.065
H -1.482 -0.224 1.551
C 0.403 1.161 -0.553
O -1.710 1.325 -1.331
*
```

Most stable structure - entry 1; separation to the second - 0.0798 hartree.